Entry 1:
Entry from the Open Molecules 2025 dataset: C20H20MnN7O3S2 as an isolated structure (ωB97M-V/def2-TZVPD).

Output
- charge = 0
- LUMO level (spin up / spin down) (hartree) = -0.0039 / -0.0039
- HOMO energy (spin up / spin down) (eV) = -6.92 / -6.92
- frontier orbital gap (spin up / spin down) (eV) = 6.8 / 6.8
- energy relative to the best compared isomer or geometry (same formula, charge and spin) (kcal/mol) = 0.0

Geometry (Å):
1 Mn 0.185329 1.312389 0.963644
2 N 1.766665 -2.385012 3.394429
3 C 1.855132 -1.286392 2.585821
4 S 2.663500 0.081112 3.161566
5 N 1.351475 -1.546358 1.372234
6 N 1.178125 -0.527522 0.547135
7 C 1.152518 -0.777930 -0.732803
8 C 1.340663 -2.124927 -1.318515
9 C 2.443543 -2.914779 -0.996634
10 C 2.598512 -4.166901 -1.568841
11 C 1.651417 -4.656317 -2.458827
12 C 0.547613 -3.881312 -2.780731
13 C 0.398496 -2.623093 -2.215883
14 C 0.959174 0.384564 -1.596659
15 C 1.169159 0.369484 -2.977937
16 C 1.062082 1.544776 -3.692369
17 C 0.760464 2.727550 -3.028481
18 C 0.558004 2.673339 -1.664977
19 N 0.638856 1.534374 -0.973722
20 H 2.009433 -2.269821 4.361188
21 H 1.125129 -3.110980 3.121067
22 H 3.173644 -2.542816 -0.291899
23 H 3.461929 -4.767348 -1.312748
24 H 1.773533 -5.638081 -2.897898
25 H -0.199485 -4.255539 -3.469093
26 H -0.466396 -2.020256 -2.470501
27 H 1.434244 -0.555809 -3.467270
28 H 1.226726 1.542589 -4.762178
29 H 0.684554 3.671094 -3.548895
30 H 0.305169 3.555128 -1.091740
31 O -1.389704 0.242794 0.311586
32 N -2.243702 0.896983 -0.464039
33 C -2.917155 0.181724 -1.387088
34 C -3.858050 0.771492 -2.188376
35 C -4.109662 2.134466 -2.027870
36 C -3.412308 2.846126 -1.081479
37 C -2.449279 2.228049 -0.272414
38 S -1.520361 3.019537 0.930852
39 H -2.646530 -0.863191 -1.408315
40 H -4.381967 0.175275 -2.919940
41 H -4.842960 2.631969 -2.647851
42 H -3.578585 3.903919 -0.936862
43 O 1.939308 3.270740 1.817280
44 N 1.281760 2.383062 1.480450
45 C -0.871108 0.070581 5.018493
46 C -0.478986 1.016301 3.922633
47 N -0.114867 2.256175 4.277446
48 O -0.504190 0.622502 2.758523
49 H -0.868847 0.532376 6.003646
50 H -0.159692 -0.754438 4.996914
51 H -1.861044 -0.326023 4.799068
52 H -0.026107 2.504580 5.244913
53 H 0.204842 2.909791 3.583965

Cartesian forces (eV/Å) of the 3 atoms listed first:
Mn -0.41 0.36 0.21
N -0.13 0.05 0.08
C -0.04 -0.19 -0.02

Löwdin atomic charge list, values in e, 4 entries: 0.38 0.05 -0.94 0.54

***

Entry 2:
Entry from the Open Molecules 2025 dataset: C24H30N2O5S in the gas phase (ωB97M-V/def2-TZVPD).

Output
- charge = 0
- LUMO level (hartree) = 0.0194
- HOMO energy (eV) = -8.49
- frontier orbital gap (eV) = 9.0
- energy relative to the best compared isomer or geometry (same formula, charge and spin) (kcal/mol) = 49.1

Geometry (Å):
1 C 4.498481 3.182863 3.002133
2 H 4.916198 3.165179 1.990874
3 O 3.890527 1.955424 3.331257
4 C 2.829200 1.539862 2.590051
5 C 2.272646 0.321119 2.985731
6 C 1.195121 -0.220660 2.309802
7 C 0.641150 0.483800 1.223568
8 C 1.206036 1.683960 0.836958
9 C 2.294277 2.220191 1.505069
10 H 2.705950 3.157392 1.169997
11 H 0.786812 2.196827 -0.012399
12 N -0.431145 -0.039707 0.465926
13 S 0.057489 -0.921850 -0.859316
14 O -1.134437 -1.253973 -1.596802
15 O 1.081355 -0.176685 -1.526076
16 C 0.784099 -2.417093 -0.201570
17 C 2.123409 -2.392996 0.136786
18 C 2.689964 -3.511081 0.724679
19 C 1.911313 -4.632387 0.968609
20 C 0.571500 -4.646722 0.615396
21 C 0.000653 -3.530659 0.025126
22 H -1.034322 -3.519878 -0.278277
23 H -0.027912 -5.525645 0.798755
24 H 2.353335 -5.502266 1.431623
25 H 3.736124 -3.508658 0.992178
26 H 2.696560 -1.503745 -0.073435
27 C -1.644624 -0.460908 1.140753
28 C -2.795505 0.511661 0.829431
29 O -3.361810 1.141474 1.699783
30 N -3.107918 0.550054 -0.472177
31 H -2.551269 0.006557 -1.122289
32 C -4.099685 1.447917 -1.014181
33 C -3.462592 2.666643 -1.700979
34 C -2.522353 2.240024 -2.799850
35 C -2.976802 1.772787 -3.954944
36 C -2.099665 1.239327 -5.044384
37 C -0.711158 0.905179 -4.508945
38 C -0.177361 2.085781 -3.707956
39 C -1.056442 2.311538 -2.481154
40 H -0.833483 3.286107 -2.034794
41 H -0.820243 1.548569 -1.732479
42 H -0.175984 2.981084 -4.335080
43 H 0.844573 1.883696 -3.384407
44 H -0.036433 0.667192 -5.333649
45 H -0.767868 0.035375 -3.852052
46 H -2.563360 0.349678 -5.478698
47 H -2.022023 1.984372 -5.844953
48 H -4.041883 1.757123 -4.150438
49 H -4.267621 3.284041 -2.105019
50 H -2.925609 3.247646 -0.950025
51 H -4.725218 1.776300 -0.180252
52 H -4.709489 0.896809 -1.734966
53 H -1.495196 -0.484292 2.220439
54 H -1.921485 -1.459279 0.794275
55 O 0.618503 -1.419670 2.618229
56 C 1.149145 -2.164837 3.688236
57 H 1.068031 -1.620925 4.633883
58 H 0.547346 -3.070792 3.737393
59 H 2.193752 -2.434222 3.506581
60 H 2.725974 -0.177459 3.826102
61 H 5.304106 3.313668 3.722785
62 H 3.793926 4.015206 3.091202

Cartesian forces (eV/Å) of the 3 atoms listed first:
C 0.11 0.22 -0.06
H -0.03 0.00 0.03
O -0.27 -0.31 -0.01

Löwdin atomic charge list, values in e, 4 entries: -0.08 0.10 -0.08 -0.26